# 1
Entry from the OMol25 dataset: a cluster of 2 separate species, C22H24N in total (wB97M-V/def2-TZVPD).

Geometry (Å):
C 2.734 1.206 2.478
C 2.356 -0.087 1.816
C 2.855 -0.377 0.539
C 2.556 -1.582 -0.083
C 1.786 -2.549 0.599
N 1.701 -3.823 0.095
C 1.213 -2.229 1.850
C 1.515 -1.013 2.452
H 2.266 1.287 3.462
H 3.821 1.280 2.605
H 2.423 2.067 1.874
H 3.489 0.356 0.034
H 2.930 -1.816 -1.081
H 1.030 -4.458 0.508
H 1.877 -3.961 -0.892
H 0.554 -2.953 2.331
H 1.102 -0.768 3.433
C 4.091 -4.667 5.927
C 3.942 -4.961 4.468
C 4.586 -4.153 3.518
C 4.457 -4.416 2.170
C 3.652 -5.498 1.686
C 3.501 -5.606 0.276
C 2.958 -6.650 -0.529
C 3.225 -6.585 -1.936
C 2.670 -7.487 -2.824
C 1.845 -8.526 -2.366
C 1.240 -9.485 -3.342
C 1.600 -8.633 -0.993
C 2.136 -7.727 -0.088
C 3.049 -6.331 2.671
C 3.171 -6.040 4.022
H 3.494 -5.365 6.520
H 5.138 -4.752 6.245
H 3.766 -3.646 6.161
H 5.200 -3.316 3.863
H 4.971 -3.787 1.440
H 4.092 -4.881 -0.285
H 3.891 -5.801 -2.301
H 2.869 -7.406 -3.896
H 0.619 -10.220 -2.822
H 0.614 -8.962 -4.076
H 2.013 -10.022 -3.905
H 0.970 -9.453 -0.635
H 1.904 -7.852 0.962
H 2.480 -7.206 2.382
H 2.670 -6.669 4.763

Output
orbital gap	5.341	eV
HOMO level	-10.50	eV
calculated total energy	-907.23659	Eh
total charge	+1
relative energy (zero: lowest compared OMol25 entry of this formula, charge and spin)	0.00	kJ/mol
LUMO	-0.1896	Ha

***

# 2
Entry from the OMol25 dataset: a structure of composition C22H24N2O2Os (wB97M-V/def2-TZVPD).

Geometry (Å):
C -1.488 1.201 -4.430
C -0.120 0.745 -4.628
C 0.678 1.334 -3.615
C -0.115 2.123 -2.768
C -1.475 2.061 -3.245
Os -0.901 0.042 -2.796
N -2.091 -1.413 -2.765
C -1.071 -2.617 -2.433
C 0.227 -1.792 -2.571
H 1.786 1.178 -3.496
H 0.205 0.115 -5.457
H 0.214 2.750 -1.936
H -2.327 2.598 -2.854
H -2.336 0.985 -5.042
H 0.736 -1.879 -3.558
H -1.222 -3.345 -3.211
H -2.850 -2.026 -2.617
H 0.926 -1.682 -1.664
H -1.379 -2.906 -1.453
C 3.824 0.749 1.503
C 2.839 -0.381 1.373
C 3.160 -1.463 0.545
C 2.254 -2.545 0.391
C 1.044 -2.505 1.053
C 0.659 -1.356 1.761
N -0.659 -1.272 2.216
C -1.469 -0.139 2.344
C -2.409 -0.100 3.394
C -3.103 1.067 3.689
C -2.840 2.226 2.957
C -1.975 2.177 1.851
C -1.300 0.990 1.532
C -0.485 0.973 0.287
O 0.410 1.818 0.154
O -0.814 0.015 -0.539
C 1.618 -0.355 2.064
C 1.357 0.693 3.109
H 3.383 1.697 1.183
H 4.176 0.853 2.534
H 4.687 0.544 0.874
H 4.113 -1.461 0.047
H 2.527 -3.376 -0.242
H 0.327 -3.334 0.969
H -1.110 -2.142 2.425
H -2.578 -1.023 3.958
H -3.823 1.063 4.506
H -3.342 3.144 3.213
H -1.789 3.075 1.249
H 1.045 1.636 2.643
H 0.598 0.372 3.825
H 2.279 0.889 3.666

Output
orbital gap (alpha / beta)	5.769 / 5.429	eV
HOMO level (alpha / beta)	-5.44 / -7.11	eV
calculated total energy	-1203.15935	Eh
relative energy (zero: lowest compared OMol25 entry of this formula, charge and spin)	0.00	kJ/mol
2S+1	5
LUMO (alpha / beta)	0.0121 / -0.0619	Ha

***

# 3
Entry from the OMol25 dataset: a cluster of 2 separate species, C22H24N2O3 in total (wB97M-V/def2-TZVPD).

Geometry (Å):
C -4.528 -1.016 3.369
C -3.207 -0.291 3.291
O -2.118 -1.176 3.303
C -0.971 -0.484 3.056
N 0.180 -1.206 3.127
C 1.412 -0.696 2.944
C 2.558 -1.638 3.122
O 1.671 0.453 2.663
O -1.001 0.706 2.810
H -5.369 -0.323 3.413
H -4.657 -1.664 2.502
H -4.553 -1.651 4.255
H -3.120 0.314 2.378
H -3.063 0.393 4.138
H 2.214 -2.670 3.190
H 3.247 -1.553 2.282
H 3.114 -1.393 4.026
C -3.577 0.191 -0.614
C -2.396 1.049 -0.875
N -2.417 2.408 -0.803
C -1.148 2.921 -1.080
C -0.297 1.844 -1.380
C 1.061 2.090 -1.615
C 1.533 3.380 -1.573
C 0.679 4.442 -1.273
C -0.655 4.225 -1.023
C -1.092 0.633 -1.247
C -0.615 -0.696 -1.240
C 0.668 -1.140 -1.703
C 1.251 -0.671 -2.899
C 2.507 -1.079 -3.272
C 3.235 -1.967 -2.484
C 4.612 -2.375 -2.877
C 2.661 -2.449 -1.311
C 1.402 -2.063 -0.934
H -3.298 -0.858 -0.517
H -4.083 0.490 0.305
H -4.299 0.271 -1.427
H -3.200 2.986 -0.500
H 1.736 1.275 -1.793
H 2.576 3.573 -1.759
H 1.076 5.442 -1.219
H -1.313 5.033 -0.756
H -1.200 -1.409 -0.683
H 0.699 0.016 -3.516
H 2.953 -0.697 -4.175
H 4.983 -3.176 -2.234
H 4.629 -2.733 -3.908
H 5.306 -1.535 -2.796
H 3.226 -3.122 -0.688
H 0.989 -2.402 -0.001

Output
orbital gap	4.249	eV
HOMO level	-6.64	eV
calculated total energy	-1187.89911	Eh
relative energy (zero: lowest compared OMol25 entry of this formula, charge and spin)	434.17	kJ/mol
LUMO	-0.0878	Ha

***

# 4
Entry from the OMol25 dataset: the molecule C22H24N2O4S (wB97M-V/def2-TZVPD).

Geometry (Å):
C 3.264 2.689 0.784
C 3.568 1.632 -0.229
C 4.559 1.844 -1.181
C 4.828 0.918 -2.170
C 4.086 -0.249 -2.240
C 3.104 -0.488 -1.299
C 2.859 0.429 -0.281
N 1.833 0.112 0.635
C 1.926 0.135 1.975
O 2.891 0.486 2.621
C 0.637 -0.302 2.689
H 0.896 -0.577 3.716
H -0.071 0.537 2.711
O 0.022 -1.424 2.077
C -1.236 -1.301 1.632
O -1.860 -0.268 1.674
C -1.760 -2.609 1.158
C -1.104 -3.780 1.540
C -1.599 -5.020 1.187
C -2.766 -5.116 0.447
C -3.418 -3.965 0.045
C -2.919 -2.717 0.389
S -3.804 -1.306 -0.253
C -2.659 -0.898 -1.627
C -1.463 -0.131 -1.114
O -0.393 -0.704 -0.916
N -1.637 1.172 -0.901
C -2.889 1.900 -0.999
C -2.589 3.241 -0.333
H -2.756 3.163 0.741
C -1.100 3.434 -0.613
C -0.557 2.023 -0.428
H -0.366 1.815 0.630
H 0.353 1.822 -0.998
H -0.947 3.766 -1.640
H -0.631 4.147 0.060
H -3.206 4.044 -0.729
H -3.160 2.040 -2.053
H -3.692 1.359 -0.493
H -3.243 -0.326 -2.344
H -2.328 -1.837 -2.069
H -4.321 -4.018 -0.543
H -3.164 -6.082 0.176
H -1.076 -5.913 1.495
H -0.203 -3.702 2.126
H 1.026 -0.346 0.204
H 2.511 -1.389 -1.339
H 4.273 -0.970 -3.021
H 5.605 1.112 -2.895
H 5.123 2.766 -1.146
H 3.608 2.373 1.769
H 3.753 3.623 0.520
H 2.189 2.857 0.853

Output
orbital gap	8.691	eV
HOMO level	-8.46	eV
calculated total energy	-1661.46452	Eh
relative energy (zero: lowest compared OMol25 entry of this formula, charge and spin)	0.00	kJ/mol
LUMO	0.0084	Ha

***

Please write out number 3 again, unchanged.
Entry from the OMol25 dataset: a cluster of 2 separate species, C22H24N2O3 in total (wB97M-V/def2-TZVPD).

Geometry (Å):
C -4.528 -1.016 3.369
C -3.207 -0.291 3.291
O -2.118 -1.176 3.303
C -0.971 -0.484 3.056
N 0.180 -1.206 3.127
C 1.412 -0.696 2.944
C 2.558 -1.638 3.122
O 1.671 0.453 2.663
O -1.001 0.706 2.810
H -5.369 -0.323 3.413
H -4.657 -1.664 2.502
H -4.553 -1.651 4.255
H -3.120 0.314 2.378
H -3.063 0.393 4.138
H 2.214 -2.670 3.190
H 3.247 -1.553 2.282
H 3.114 -1.393 4.026
C -3.577 0.191 -0.614
C -2.396 1.049 -0.875
N -2.417 2.408 -0.803
C -1.148 2.921 -1.080
C -0.297 1.844 -1.380
C 1.061 2.090 -1.615
C 1.533 3.380 -1.573
C 0.679 4.442 -1.273
C -0.655 4.225 -1.023
C -1.092 0.633 -1.247
C -0.615 -0.696 -1.240
C 0.668 -1.140 -1.703
C 1.251 -0.671 -2.899
C 2.507 -1.079 -3.272
C 3.235 -1.967 -2.484
C 4.612 -2.375 -2.877
C 2.661 -2.449 -1.311
C 1.402 -2.063 -0.934
H -3.298 -0.858 -0.517
H -4.083 0.490 0.305
H -4.299 0.271 -1.427
H -3.200 2.986 -0.500
H 1.736 1.275 -1.793
H 2.576 3.573 -1.759
H 1.076 5.442 -1.219
H -1.313 5.033 -0.756
H -1.200 -1.409 -0.683
H 0.699 0.016 -3.516
H 2.953 -0.697 -4.175
H 4.983 -3.176 -2.234
H 4.629 -2.733 -3.908
H 5.306 -1.535 -2.796
H 3.226 -3.122 -0.688
H 0.989 -2.402 -0.001

Output
orbital gap	4.249	eV
HOMO level	-6.64	eV
calculated total energy	-1187.89911	Eh
relative energy (zero: lowest compared OMol25 entry of this formula, charge and spin)	434.17	kJ/mol
LUMO	-0.0878	Ha